{"formula": "C20H42N5O10", "method": "wB97M-V/def2-TZVPD", "e_homo_ev": -4.7, "de_lowest_kcal_mol": 38.91, "e_tot_ha": -1813.56323, "spin_multiplicity": 1, "charge": -1, "symbols": ["C", "C", "O", "O", "H", "H", "H", "C", "C", "O", "C", "O", "O", "H", "H", "H", "H", "C", "C", "O", "N", "C", "H", "H", "H", "H", "H", "H", "H", "C", "C", "O", "N", "C", "H", "H", "H", "H", "H", "H", "H", "C", "C", "O", "N", "C", "H", "H", "H", "H", "H", "H", "H", "C", "C", "O", "N", "C", "H", "H", "H", "H", "H", "H", "H", "C", "C", "O", "N", "C", "H", "H", "H", "H", "H", "H", "H"], "xyz": [[0.2998, 0.4740, 0.4324], [-1.1713, 0.6728, 0.0122], [-2.0205, 0.1078, 0.6820], [-1.5671, 1.3827, -0.9626], [0.4833, 1.3893, 0.9951], [0.9414, 0.3502, -0.4400], [0.4805, -0.4145, 1.0374], [-2.0620, -2.5002, 3.1385], [-1.1183, -2.0932, 4.2546], [-2.0548, -1.7520, 5.3142], [-3.3004, -2.2052, 5.0473], [-4.2699, -2.2327, 5.8393], [-3.2615, -2.7654, 3.8086], [-1.7922, -3.4346, 2.6463], [-2.0444, -1.8098, 2.2952], [-0.5533, -1.2421, 3.8743], [-0.3818, -2.8825, 4.4049], [-4.8736, 6.1962, -1.3136], [-3.8888, 5.0981, -1.0500], [-4.1960, 3.9141, -1.1672], [-2.6770, 5.5458, -0.7850], [-1.6554, 4.6505, -0.4390], [-5.4880, 6.4933, -0.4637], [-5.5259, 5.8199, -2.1016], [-4.3448, 7.1078, -1.5918], [-2.4969, 6.5394, -0.8047], [-0.9002, 5.1313, 0.1829], [-1.1981, 4.2008, -1.3203], [-1.9950, 3.8311, 0.1945], [0.2319, -4.4690, 1.1688], [1.4557, -4.0036, 1.8608], [1.9387, -2.9464, 1.4424], [1.7976, -4.6067, 3.0230], [3.0061, -4.2775, 3.7704], [-0.3534, -5.1406, 1.7969], [0.5977, -5.1509, 0.4012], [-0.3921, -3.6082, 0.9285], [1.1220, -5.2589, 3.3948], [3.6169, -5.1676, 3.9211], [2.8149, -3.8425, 4.7514], [3.6193, -3.6298, 3.1438], [4.0594, 0.3784, -0.0435], [3.6657, 0.7043, 1.3707], [3.8247, 1.8441, 1.8161], [3.1486, -0.3058, 2.1442], [2.7159, -0.0523, 3.4862], [3.8055, 1.2442, -0.6552], [3.6335, -0.4740, -0.5728], [5.1356, 0.3458, -0.2132], [3.2829, -1.2567, 1.8313], [2.5276, -1.0307, 3.9283], [1.8072, 0.5465, 3.4261], [3.3450, 0.5598, 4.1325], [0.1569, -1.9988, -2.4324], [-0.0086, -2.3026, -3.9206], [1.0069, -2.4068, -4.6322], [-1.2438, -2.3125, -4.4407], [-1.6402, -2.6307, -5.8380], [-0.1978, -2.9060, -1.9433], [-0.4229, -1.1244, -2.1368], [1.2057, -1.9042, -2.1511], [-2.0386, -2.3699, -3.8202], [-2.7188, -2.6257, -5.9954], [-1.1626, -3.5486, -6.1806], [-1.2340, -1.9088, -6.5465], [0.0052, 1.8917, -4.1694], [1.0482, 2.6715, -3.3744], [1.8727, 3.3320, -3.9131], [0.9180, 2.6233, -2.0640], [1.7317, 3.3972, -1.0963], [-0.5173, 1.1227, -3.6003], [0.5377, 1.5242, -5.0466], [-0.7599, 2.6054, -4.4748], [0.0705, 2.1543, -1.7781], [2.8084, 3.4864, -1.2413], [1.5342, 2.8721, -0.1618], [1.2740, 4.3831, -1.0158]]}


{"formula": "C4H5FN2", "method": "wB97M-V/def2-TZVPD", "e_homo_ev": -8.7, "de_lowest_kcal_mol": 39.33, "smiles": "F[C@@H]1[C@H]2N=CN[C@@H]12", "e_tot_ha": -364.74065, "spin_multiplicity": 1, "symbols": ["F", "C", "C", "N", "C", "N", "C", "H", "H", "H", "H", "H"], "xyz": [[0.2011, -1.9239, -1.6826], [0.1825, -0.6815, -1.1545], [0.8068, -0.6369, 0.2323], [1.3249, 0.6009, 0.7307], [0.2735, 1.3652, 0.8537], [-0.9552, 0.8116, 0.5394], [-0.7008, -0.5186, 0.0490], [0.2975, 0.1427, -1.8479], [1.2841, -1.5521, 0.6288], [0.3260, 2.3886, 1.2154], [-1.7042, 1.3759, 0.1573], [-1.3362, -1.3720, 0.2783]]}


{"formula": "C27H44LuN3OP3", "method": "wB97M-V/def2-TZVPD", "e_homo_ev": -14.9, "de_lowest_kcal_mol": 4.67, "e_tot_ha": -3553.35645, "spin_multiplicity": 1, "charge": 3, "symbols": ["Lu", "P", "P", "P", "H", "C", "C", "H", "C", "C", "C", "C", "C", "C", "C", "C", "C", "H", "H", "H", "H", "H", "H", "H", "H", "H", "H", "H", "H", "H", "H", "H", "H", "H", "H", "H", "H", "H", "H", "H", "H", "H", "H", "H", "H", "H", "C", "C", "C", "C", "C", "C", "O", "H", "H", "H", "H", "H", "H", "N", "C", "C", "C", "C", "C", "C", "C", "N", "C", "C", "N", "C", "H", "H", "H", "H", "H", "H", "H"], "xyz": [[-0.5119, 0.5069, -0.0771], [1.9917, -1.1416, 1.0870], [1.4333, 2.4618, -0.3171], [-1.2264, -2.3154, -0.6446], [-0.6201, 2.4318, -6.9903], [-1.5716, 1.9533, -6.7569], [-2.5517, 2.4704, -6.0025], [-2.5576, 3.4776, -5.5801], [3.2500, -2.1661, 0.3083], [2.9004, 0.1394, 1.9607], [1.0239, -2.1193, 2.2178], [0.6622, 3.5426, -1.5767], [1.8977, 3.6252, 1.0184], [3.0528, 2.0838, -1.0861], [-2.4952, -2.3191, -1.9692], [-1.8914, -3.5092, 0.5839], [0.0519, -3.3425, -1.4745], [-1.7383, 0.9832, -7.2473], [-3.4752, 1.8903, -5.8793], [3.8696, -2.6514, 1.0764], [3.8945, -1.5295, -0.3082], [2.7971, -2.9307, -0.3314], [3.7550, -0.3406, 2.4678], [2.2752, 0.6331, 2.7217], [3.2933, 0.9114, 1.2872], [1.7010, -2.7546, 2.7971], [0.3039, -2.7640, 1.7071], [0.4634, -1.4973, 2.9214], [1.1722, 4.5106, -1.5640], [-0.4051, 3.6912, -1.3642], [0.7590, 3.0845, -2.5678], [2.7866, 4.1897, 0.6944], [2.1338, 3.0592, 1.9357], [1.0611, 4.3122, 1.2150], [3.7288, 2.9379, -0.9286], [2.9072, 1.9197, -2.1657], [3.5030, 1.1800, -0.6491], [-3.0448, -3.2654, -1.9975], [-2.0131, -2.1494, -2.9383], [-3.1967, -1.4946, -1.8004], [-2.6542, -4.1629, 0.1301], [-2.3584, -2.9502, 1.4083], [-1.0913, -4.1371, 1.0032], [-0.3649, -4.2800, -1.8684], [0.8578, -3.5904, -0.7753], [0.4766, -2.7720, -2.3094], [-0.8857, 0.3993, -3.3395], [0.2481, 0.0139, -4.0980], [0.0653, -0.6908, -5.2815], [-1.2256, -0.8930, -5.7751], [-2.2888, -0.1995, -5.1827], [-2.1446, 0.4331, -3.9521], [-0.7800, 0.5578, -2.0291], [1.3359, -0.6101, -0.1741], [1.2393, 0.1586, -3.6667], [0.9077, -1.0835, -5.8505], [-1.4186, -1.4922, -6.6767], [-3.2003, -0.0414, -5.7584], [-2.9904, 0.9430, -3.4919], [0.6609, 0.8878, 10.5221], [0.2885, 0.8432, 9.4077], [-0.1967, 0.8262, 8.0496], [-1.5455, 0.5336, 7.8027], [-2.0419, 0.3919, 6.5047], [-1.1721, 0.6449, 5.4437], [0.1591, 1.0126, 5.6549], [0.6645, 1.0526, 6.9603], [-1.6190, 0.4594, 4.1110], [-2.9112, 0.0650, 3.7325], [-2.9704, 0.0913, 2.3796], [-1.7085, 0.4597, 1.8765], [-0.9284, 0.6839, 2.9755], [-2.2278, 0.4191, 8.6286], [-3.0933, 0.1457, 6.3193], [0.7884, 1.3476, 4.8231], [1.7199, 1.3069, 7.1553], [-3.6977, -0.0701, 4.4476], [-3.8269, -0.0423, 1.7176], [0.0552, 1.1374, 2.9809]]}


{"formula": "C3H16NO4", "method": "wB97M-V/def2-TZVPD", "s2": 0.755, "e_homo_ev": [-18.0, -18.0], "de_lowest_kcal_mol": 9.15, "e_tot_ha": -478.88257, "spin_multiplicity": 2, "charge": 2, "symbols": ["C", "C", "C", "O", "N", "H", "H", "H", "H", "H", "H", "H", "H", "H", "H", "H", "H", "O", "H", "H", "O", "H", "H", "O"], "xyz": [[0.5260, 0.1453, 1.1389], [-0.6979, 1.0268, 0.7702], [-1.6572, 1.3330, 1.9991], [-1.0145, 0.8904, 3.1555], [1.1094, -0.4405, -0.1004], [0.1744, -0.6890, 1.7176], [1.2269, 0.7386, 1.7076], [-0.3818, 1.9949, 0.3736], [-1.2517, 0.4618, 0.0232], [-2.0621, 2.3182, 2.2043], [-2.4237, 0.5353, 1.8648], [-1.1048, 1.5572, 3.8785], [1.8827, 0.1316, -0.4394], [0.4058, -0.5728, -0.8343], [1.4798, -1.3804, 0.0826], [0.8999, -1.7909, -3.3959], [0.5985, -0.3571, -2.9440], [0.9372, -1.2186, -2.6202], [0.9471, 1.9224, -3.6708], [-0.4499, 1.9924, -3.0466], [0.2727, 1.3830, -3.2383], [0.7366, -3.6218, -0.0122], [-0.5216, -3.3587, 0.7520], [0.3680, -3.0014, 0.6342]]}


{"formula": "C2H7N3O", "method": "wB97M-V/def2-TZVPD", "e_homo_ev": -9.1, "de_lowest_kcal_mol": 79.40, "smiles": "[H]/N=C(/CO)NN", "e_tot_ha": -319.82324, "spin_multiplicity": 1, "symbols": ["H", "N", "C", "C", "O", "N", "N", "H", "H", "H", "H", "H", "H"], "xyz": [[-2.4514, 0.1559, -1.2240], [-1.6381, -0.5242, -1.0335], [-0.7021, -0.1263, -0.3032], [0.3048, -1.1341, 0.2856], [1.5334, -0.9297, -0.5031], [-0.5157, 1.0645, 0.2382], [0.7590, 1.5188, 0.7239], [-0.0443, -2.1500, 0.0496], [0.4946, -0.9108, 1.3740], [1.2586, -1.1289, -1.3796], [-1.3017, 1.8888, 0.1719], [0.8266, 0.9073, 1.6247], [1.4764, 1.3686, -0.0245]]}


{"formula": "C4H15NO3", "method": "wB97M-V/def2-TZVPD", "s2": 0.754, "e_homo_ev": [-13.9, -13.9], "de_lowest_kcal_mol": 29.28, "e_tot_ha": -441.52711, "spin_multiplicity": 2, "charge": 1, "symbols": ["C", "C", "C", "O", "C", "N", "H", "H", "H", "H", "H", "H", "H", "H", "H", "H", "H", "H", "H", "O", "H", "H", "O"], "xyz": [[-0.5775, -0.2085, 0.2725], [0.5844, 0.7661, 0.0864], [0.2843, 2.0583, 0.8324], [0.5638, 1.0068, -1.3289], [-0.3275, -1.5115, -0.4724], [0.4141, -2.4545, 0.2473], [-0.7951, -0.3497, 1.3332], [-1.4533, 0.2116, -0.2001], [1.5752, 0.3614, 0.3406], [-0.5591, 2.5289, 0.3387], [1.1211, 2.7494, 0.8573], [0.0019, 1.8557, 1.8631], [1.2651, 1.6167, -1.5918], [-1.2604, -1.9659, -0.8349], [0.1875, -1.4274, -1.4675], [1.3142, -2.0808, 0.5970], [0.5503, -3.3820, -0.1565], [-0.8066, 3.6204, -2.9487], [-0.2176, 2.2074, -3.0510], [-0.1753, 3.0862, -3.4413], [-0.3933, -2.7858, 2.1430], [-1.0657, -3.1013, 3.4858], [-0.2304, -2.8015, 3.0961]]}


{"formula": "C3H5O3Yb", "method": "wB97M-V/def2-TZVPD", "e_homo_ev": -13.3, "de_lowest_kcal_mol": 0.00, "e_tot_ha": -1501.47302, "spin_multiplicity": 1, "charge": 1, "symbols": ["Yb", "O", "O", "C", "C", "O", "C", "H", "H", "H", "H", "H"], "xyz": [[1.6221, 0.4790, 0.5516], [0.8598, -1.3179, -0.3672], [-1.1941, -0.9862, 0.4339], [-2.2607, -0.0476, 0.2394], [-1.5565, 1.2733, -0.1119], [-0.2788, 0.8729, -0.5791], [-0.3467, -0.9758, -0.6412], [-2.8382, -0.3826, -0.6353], [-2.9080, -0.0119, 1.1205], [-1.5307, 1.9515, 0.7526], [-2.0955, 1.7959, -0.9148], [-0.7803, -1.2583, -1.6150]]}


{"formula": "C4H8N2O", "method": "wB97M-V/def2-TZVPD", "e_homo_ev": -9.3, "de_lowest_kcal_mol": 46.42, "smiles": "CN[C@H](C#N)CO", "e_tot_ha": -341.92966, "spin_multiplicity": 1, "symbols": ["C", "N", "C", "C", "N", "C", "O", "H", "H", "H", "H", "H", "H", "H", "H"], "xyz": [[0.6046, 1.5811, -1.2136], [0.0882, 0.8949, -0.0578], [0.0494, -0.5278, -0.0617], [-0.7703, -1.1568, -1.1439], [-1.4280, -1.6844, -1.9368], [-0.4933, -1.0610, 1.2803], [0.0458, -0.3797, 2.3826], [0.1480, 1.2625, -2.1660], [0.4389, 2.6564, -1.0977], [1.6884, 1.4130, -1.2838], [-0.5642, 1.3638, 0.5432], [1.0760, -0.8953, -0.2226], [-0.3184, -2.1463, 1.3215], [-1.5735, -0.8864, 1.3208], [1.0086, -0.4340, 2.3355]]}